1.
A molecular structure, C26H27N6O4S2Ta in a non-equilibrium geometry, computed with ωB97M-V/def2-TZVPD.

Computed properties:
- largest force on an atom (eV Å⁻¹) = 1.31
- relative energy (zero: lowest compared OMol25 entry of this formula, charge and spin) (kJ/mol) = 0.00
- Kohn-Sham gap (eV) = 7.058
- E_HOMO (eV) = -13.788
- LUMO energy (eV) = -6.7

ORCA input file:
```
! wB97M-V def2-TZVPD RIJCOSX def2/J DEFGRID3
* xyz 2 1
Ta 0.14 -0.25 0.38
C -0.82 -4.28 4.65
S 0.09 -2.73 4.66
C -0.06 -2.23 3.02
S 0.62 -0.63 2.73
N -0.71 -2.92 2.14
N -0.73 -2.29 0.91
C -1.21 -3.00 -0.04
C -1.30 -2.38 -1.36
C -1.77 -3.07 -2.47
C -1.85 -2.40 -3.68
C -1.48 -1.08 -3.75
C -1.01 -0.45 -2.60
N -0.91 -1.09 -1.43
H -0.83 -4.61 5.69
H -1.84 -4.13 4.31
H -0.31 -5.02 4.04
H -1.55 -4.01 0.14
H -2.07 -4.11 -2.37
H -2.21 -2.92 -4.56
H -1.54 -0.52 -4.67
H -0.71 0.59 -2.62
C 2.71 -5.15 -0.92
O 2.18 -3.83 -0.78
C 2.53 -2.92 -1.71
C 3.21 -3.18 -2.89
C 3.51 -2.15 -3.79
C 3.14 -0.85 -3.54
C 2.43 -0.57 -2.36
C 2.06 0.78 -2.03
N 1.19 1.10 -1.12
N 1.18 2.48 -0.86
C 0.75 2.65 0.34
O 0.33 1.58 1.04
C 0.62 3.95 1.01
C 0.81 5.12 0.28
C 0.67 6.35 0.91
C 0.36 6.40 2.27
C 0.20 5.23 3.00
C 0.32 4.00 2.37
C 2.16 -1.60 -1.46
O 1.53 -1.29 -0.30
H 3.80 -5.12 -0.95
H 2.33 -5.64 -1.82
H 2.39 -5.69 -0.04
H 3.53 -4.19 -3.12
H 4.06 -2.39 -4.70
H 3.38 -0.05 -4.23
H 2.55 1.60 -2.54
H 1.05 5.07 -0.77
H 0.81 7.26 0.35
H 0.27 7.36 2.76
H -0.02 5.28 4.06
H 0.21 3.09 2.94
C -3.33 3.06 2.40
N -2.81 2.22 1.31
C -2.77 2.83 -0.01
C -2.35 1.03 1.55
O -1.87 0.25 0.66
H -4.31 3.43 2.12
H -2.64 3.89 2.56
H -3.41 2.47 3.31
H -3.75 3.27 -0.21
H -2.56 2.07 -0.76
H -2.01 3.61 -0.03
H -2.42 0.68 2.58
*
```

=====

2.
A molecular structure, C26H28B2BaClF4N6O7 in a non-equilibrium geometry, computed with ωB97M-V/def2-TZVPD.

Computed properties:
- largest force on an atom (eV Å⁻¹) = 4.91
- Kohn-Sham gap (alpha / beta) (eV) = 5.045 / 4.828
- E_HOMO (alpha / beta) (eV) = -10.782 / -10.785
- LUMO energy (alpha / beta) (eV) = -5.7 / -6.0

ORCA input file:
```
! wB97M-V def2-TZVPD RIJCOSX def2/J DEFGRID3
* xyz 1 1
Ba -0.76 0.72 0.04
C 4.05 -0.19 0.67
C 2.69 0.43 0.59
N 1.64 -0.15 0.16
O 1.71 -1.39 -0.37
B 1.81 -1.36 -1.91
F 2.16 -2.62 -2.28
F 2.76 -0.38 -2.25
O 0.51 -1.04 -2.55
N 0.08 0.24 -2.31
C 0.19 1.11 -3.23
C 0.74 0.86 -4.59
C -0.22 2.49 -2.80
N -0.13 2.69 -1.54
O -0.47 3.87 -1.01
B 0.59 4.49 -0.16
F 1.76 4.64 -0.87
F 0.08 5.60 0.41
O 0.90 3.52 1.02
N 1.32 2.33 0.70
C 2.46 1.84 1.01
C 3.51 2.60 1.74
C -0.64 3.55 -3.76
H 4.05 -1.12 0.11
H 4.81 0.47 0.26
H 4.30 -0.40 1.71
H 0.74 -0.21 -4.79
H 0.17 1.39 -5.36
H 1.77 1.22 -4.63
H 3.15 3.59 2.01
H 3.80 2.06 2.64
H 4.38 2.70 1.11
H -1.14 3.13 -4.63
H -1.30 4.26 -3.26
H 0.24 4.11 -4.10
Cl -7.45 4.60 -0.06
C -5.91 3.91 0.07
C -4.83 4.69 0.53
C -3.60 4.13 0.65
C -3.38 2.73 0.35
O -2.28 2.19 0.58
C -4.49 1.98 -0.21
C -4.30 0.63 -0.75
O -3.25 0.05 -0.87
C -5.73 2.56 -0.31
H -5.00 5.73 0.77
H -2.74 4.70 1.00
H -5.23 0.15 -1.12
H -6.57 2.00 -0.70
C 0.51 -5.61 1.12
N -0.23 -4.39 0.86
N 0.02 -3.20 1.48
C -0.86 -2.25 1.01
O -0.81 -1.04 1.36
C -1.69 -2.92 0.08
C -1.26 -4.23 0.01
C -1.76 -5.34 -0.83
C 1.09 -2.96 2.38
C 2.40 -3.22 2.00
C 3.43 -2.97 2.89
C 3.16 -2.42 4.13
C 1.85 -2.13 4.49
C 0.81 -2.41 3.62
H 1.26 -5.79 0.35
H -0.18 -6.45 1.15
H 1.00 -5.54 2.09
H -2.48 -2.46 -0.49
H -2.64 -5.02 -1.38
H -2.03 -6.21 -0.23
H -1.00 -5.65 -1.55
H 2.61 -3.60 1.00
H 4.45 -3.18 2.60
H 3.97 -2.21 4.82
H 1.64 -1.70 5.46
H -0.21 -2.21 3.90
*
```

=====

3.
A molecular structure, C26H28BNO3P2V in a non-equilibrium geometry, computed with ωB97M-V/def2-TZVPD.

Computed properties:
- largest force on an atom (eV Å⁻¹) = 6.65
- Kohn-Sham gap (alpha / beta) (eV) = 6.184 / 6.224
- E_HOMO (alpha / beta) (eV) = -10.369 / -10.451
- LUMO energy (alpha / beta) (eV) = -4.2 / -4.2

ORCA input file:
```
! wB97M-V def2-TZVPD RIJCOSX def2/J DEFGRID3
* xyz 1 3
C 2.03 3.13 -3.40
C 0.87 2.91 -2.65
C -0.32 2.51 -3.36
C -0.10 1.86 -4.65
C 1.02 2.24 -5.41
C 2.05 2.92 -4.79
C -1.01 0.89 -5.07
C -2.17 0.70 -4.34
C -2.35 1.45 -3.11
C -3.18 0.83 -2.11
C -4.05 -0.20 -2.51
C -4.13 -0.62 -3.85
C -3.18 -0.20 -4.75
H 2.91 3.52 -2.87
H 1.03 2.03 -6.47
H 2.92 3.27 -5.34
H -0.92 0.43 -6.06
H -4.70 -0.62 -1.74
H -4.92 -1.30 -4.12
H -3.18 -0.52 -5.79
N -1.62 2.60 -2.92
V 0.10 0.12 1.06
C 0.95 3.06 -1.11
H -0.02 3.45 -0.76
H 1.76 3.79 -0.96
C -3.16 1.25 -0.64
H -2.88 2.31 -0.57
H -4.19 1.07 -0.28
P 1.40 1.69 0.10
P -2.11 0.34 0.62
C -3.02 -1.17 1.15
H -2.49 -1.61 2.01
H -4.06 -0.96 1.43
H -2.98 -1.91 0.33
C -2.38 1.43 2.11
H -3.40 1.27 2.51
H -1.65 1.19 2.91
H -2.27 2.48 1.83
C 3.17 1.25 -0.06
H 3.80 1.83 0.62
H 3.26 0.18 0.19
H 3.50 1.40 -1.09
C 1.48 2.62 1.72
H 1.32 1.94 2.57
H 2.47 3.08 1.81
H 0.72 3.42 1.75
C 0.69 -1.22 2.28
O 1.01 -1.57 3.38
H 0.16 -0.51 -0.29
O -0.26 -2.98 0.52
B 0.67 -1.80 0.58
O 2.07 -2.37 0.34
C 1.90 -3.70 0.17
C 2.84 -4.74 0.08
C 2.41 -6.08 0.04
C 1.06 -6.39 -0.01
C 0.11 -5.37 0.07
C 0.52 -4.04 0.23
H 3.90 -4.54 0.05
H 3.14 -6.88 0.03
H 0.73 -7.44 -0.13
H -0.96 -5.59 0.01
*
```

=====

4.
A molecular structure, C26H28BrHgIN3SSb, computed with ωB97M-V/def2-TZVPD.

Computed properties:
- largest force on an atom (eV Å⁻¹) = 0.72
- relative energy (zero: lowest compared OMol25 entry of this formula, charge and spin) (kJ/mol) = 20.17
- Kohn-Sham gap (alpha / beta) (eV) = 7.891 / 6.537
- E_HOMO (alpha / beta) (eV) = -10.211 / -10.965
- LUMO energy (alpha / beta) (eV) = -2.3 / -4.4

ORCA input file:
```
! wB97M-V def2-TZVPD RIJCOSX def2/J DEFGRID3
* xyz 1 2
Hg -0.27 -0.51 -0.02
C -1.08 -0.33 -3.26
C -0.56 1.05 -3.00
C -0.89 2.11 -3.83
C -0.41 3.37 -3.54
C 0.40 3.54 -2.43
C 0.68 2.44 -1.63
N 0.21 1.22 -1.92
Sb 1.97 2.77 0.05
C 3.01 0.89 0.00
C 4.40 0.96 -0.04
C 5.13 -0.21 -0.06
C 4.46 -1.42 -0.04
C 3.07 -1.43 -0.01
C 2.29 -2.71 0.01
N 2.37 -0.29 0.01
C 0.58 2.35 1.64
C 0.18 3.43 2.42
C -0.65 3.19 3.51
C -1.03 1.89 3.79
C -0.58 0.86 2.98
C -0.97 -0.57 3.24
N 0.20 1.10 1.92
H -1.40 -0.45 -4.29
H -1.93 -0.54 -2.61
H -0.30 -1.07 -3.04
H -1.53 1.95 -4.69
H -0.64 4.21 -4.19
H 0.81 4.51 -2.18
H 4.89 1.92 -0.05
H 6.21 -0.19 -0.09
H 5.00 -2.36 -0.05
H 2.95 -3.58 0.01
H 1.65 -2.77 -0.87
H 1.66 -2.75 0.89
H 0.52 4.43 2.18
H -0.98 4.01 4.13
H -1.66 1.68 4.64
H -1.27 -0.71 4.28
H -0.13 -1.23 3.02
H -1.81 -0.86 2.61
Br -4.29 -5.82 0.16
C -3.60 -5.10 -1.44
C -4.31 -5.33 -2.61
C -3.85 -4.81 -3.81
C -2.69 -4.05 -3.84
C -1.98 -3.82 -2.68
C -2.43 -4.35 -1.47
I -1.29 -4.00 0.24
H -5.22 -5.91 -2.58
H -4.41 -4.99 -4.72
H -2.33 -3.64 -4.78
H -1.07 -3.23 -2.69
C -2.99 3.98 0.11
S -2.52 2.31 -0.35
C -3.88 1.41 0.42
H -3.91 4.27 -0.39
H -2.19 4.65 -0.20
H -3.12 4.06 1.19
H -3.93 1.63 1.49
H -3.70 0.35 0.28
H -4.83 1.67 -0.05
*
```

=====

5.
C26H28BrO2PS in the gas phase in a non-equilibrium geometry, computed with ωB97M-V/def2-TZVPD.

Computed properties:
- largest force on an atom (eV Å⁻¹) = 8.46
- SMILES = C=Cc1c2c(cc(Br)c1P(C)CC)C(=O)C(CCCS)=C(Cc1ccccc1C)C2=O
- Kohn-Sham gap (eV) = 6.466
- E_HOMO (eV) = -8.206
- LUMO energy (eV) = -1.7

ORCA input file:
```
! wB97M-V def2-TZVPD RIJCOSX def2/J DEFGRID3
* xyz 0 1
C 1.97 2.37 1.74
C 2.94 1.46 1.08
C 2.74 0.67 -0.34
C 1.79 -0.69 -0.39
C 1.51 -1.52 -1.82
C 2.24 -1.00 -3.19
C 3.18 0.35 -3.10
Br 4.06 1.00 -4.81
C 3.45 1.23 -1.71
P 4.53 2.79 -1.90
C 3.24 4.20 -2.28
C 5.46 3.27 -0.30
C 4.63 4.56 0.37
C 0.49 -2.85 -1.76
O 0.66 -3.93 -2.53
C -0.74 -2.70 -0.64
C -2.20 -3.34 -1.05
C -2.71 -4.56 -0.08
C -3.63 -5.58 -1.02
S -5.05 -4.56 -1.79
C -0.46 -2.00 0.67
C -1.59 -1.86 1.85
C -2.70 -0.67 1.62
C -4.16 -1.02 0.91
C -5.30 0.16 0.67
C -5.06 1.72 1.15
C -3.62 2.06 1.86
C -2.48 0.89 2.10
C -1.08 1.36 2.83
C 1.05 -1.34 0.96
O 1.59 -1.37 2.18
H 1.63 2.12 2.85
H 1.56 3.38 1.25
H 3.95 1.25 1.67
H 2.06 -1.59 -4.18
H 3.88 5.17 -2.45
H 2.43 4.29 -1.44
H 2.78 3.90 -3.34
H 6.54 3.68 -0.55
H 5.53 2.39 0.51
H 5.03 4.82 1.47
H 3.48 4.36 0.49
H 4.74 5.54 -0.28
H -2.08 -3.80 -2.14
H -2.99 -2.46 -1.17
H -1.86 -5.18 0.42
H -3.43 -4.16 0.77
H -2.92 -5.99 -1.88
H -4.06 -6.48 -0.40
H -5.62 -3.75 -0.80
H -2.13 -2.90 2.08
H -1.02 -1.59 2.86
H -4.40 -2.11 0.54
H -6.31 -0.15 0.15
H -5.90 2.55 0.98
H -3.40 3.16 2.21
H -0.75 2.41 2.39
H -0.27 0.52 2.70
H -1.26 1.52 3.98
*
```

=====

6.
C26H28F3N5O4 in the gas phase in a non-equilibrium geometry, computed with ωB97M-V/def2-TZVPD.

Computed properties:
- largest force on an atom (eV Å⁻¹) = 1.49
- relative energy (zero: lowest compared OMol25 entry of this formula, charge and spin) (kJ/mol) = 0.00
- SMILES = CCN1CCN(Cc2ccc(NC(=O)c3cc(NC(=O)c4ccno4)cc(OC)c3)cc2C(F)(F)F)CC1
- Kohn-Sham gap (eV) = 8.417
- E_HOMO (eV) = -8.462
- LUMO energy (eV) = 0.0

ORCA input file:
```
! wB97M-V def2-TZVPD RIJCOSX def2/J DEFGRID3
* xyz 0 1
C -3.04 -5.43 0.48
C -2.02 -4.37 0.94
N -2.18 -3.04 0.39
C -2.01 -2.95 -1.04
C -1.96 -1.48 -1.46
N -3.22 -0.86 -1.09
C -3.54 0.40 -1.72
C -2.72 1.58 -1.25
C -1.37 1.65 -1.61
C -0.52 2.61 -1.11
C -1.00 3.55 -0.19
N -0.15 4.48 0.42
C 1.12 4.28 0.90
O 1.77 5.22 1.30
C 1.61 2.88 0.92
C 2.92 2.63 0.53
C 3.40 1.32 0.52
N 4.73 1.12 0.13
C 5.40 -0.05 -0.02
O 4.96 -1.16 0.16
C 6.81 0.16 -0.43
C 7.81 -0.74 -0.67
C 8.91 0.07 -1.03
N 8.58 1.33 -1.02
O 7.28 1.40 -0.65
C 2.57 0.26 0.88
C 1.26 0.52 1.28
O 0.36 -0.43 1.62
C 0.71 -1.79 1.48
C 0.80 1.84 1.33
C -2.36 3.58 0.09
C -3.21 2.61 -0.44
C -4.68 2.75 -0.15
F -5.19 1.75 0.60
F -5.42 2.78 -1.28
F -4.98 3.88 0.51
C -3.36 -0.91 0.35
C -3.41 -2.37 0.79
H -2.81 -6.38 0.96
H -3.00 -5.57 -0.59
H -4.05 -5.14 0.76
H -1.02 -4.71 0.67
H -2.07 -4.28 2.03
H -1.08 -3.45 -1.32
H -2.84 -3.43 -1.59
H -1.83 -1.41 -2.54
H -1.10 -1.00 -0.95
H -4.61 0.57 -1.54
H -3.40 0.27 -2.79
H -0.99 0.93 -2.32
H 0.51 2.64 -1.42
H -0.54 5.40 0.60
H 3.55 3.45 0.24
H 5.24 1.97 -0.06
H 7.76 -1.81 -0.58
H 9.90 -0.23 -1.30
H 2.96 -0.74 0.85
H -0.21 -2.34 1.61
H 1.44 -2.08 2.24
H 1.12 -2.00 0.49
H -0.21 2.01 1.69
H -2.76 4.35 0.73
H -4.29 -0.42 0.64
H -2.52 -0.41 0.87
H -3.51 -2.43 1.87
H -4.30 -2.84 0.32
*
```

=====

7.
A molecular structure, C26H28FN5O5S, computed with ωB97M-V/def2-TZVPD.

Computed properties:
- largest force on an atom (eV Å⁻¹) = 0.82
- relative energy (zero: lowest compared OMol25 entry of this formula, charge and spin) (kJ/mol) = 19.42
- Kohn-Sham gap (eV) = 8.122
- E_HOMO (eV) = -8.077
- LUMO energy (eV) = 0.0

ORCA input file:
```
! wB97M-V def2-TZVPD RIJCOSX def2/J DEFGRID3
* xyz 0 1
C -5.35 -3.46 0.01
C -4.09 -4.30 -0.18
O -3.07 -3.61 -0.88
C -2.31 -2.68 -0.25
C -2.40 -2.33 1.10
C -1.55 -1.37 1.62
C -0.60 -0.74 0.83
C -0.51 -1.10 -0.51
C -1.34 -2.06 -1.04
H -1.27 -2.35 -2.08
H 0.24 -0.65 -1.15
C 0.25 0.35 1.43
N 1.54 0.50 0.77
C 2.37 -0.58 0.80
O 1.98 -1.64 1.27
C 3.72 -0.46 0.29
C 4.60 -1.55 0.21
N 4.32 -2.81 0.55
H 5.07 -3.49 0.46
H 3.41 -3.01 0.94
C 5.87 -1.11 -0.29
N 5.95 0.17 -0.56
S 4.57 0.95 -0.26
C 7.02 -2.02 -0.48
O 6.97 -3.21 -0.22
N 8.12 -1.41 -0.97
H 8.09 -0.43 -1.17
H 8.95 -1.95 -1.14
C 1.94 1.81 0.40
C 2.29 2.75 1.36
C 2.62 4.04 0.98
C 2.61 4.41 -0.35
C 2.26 3.49 -1.33
C 1.92 2.21 -0.94
F 1.56 1.31 -1.88
H 2.23 3.75 -2.37
H 2.86 5.42 -0.64
H 2.89 4.76 1.74
H 2.29 2.47 2.40
C -0.54 1.67 1.37
O -0.74 2.36 2.35
N -0.97 1.98 0.13
H -0.86 1.33 -0.63
C -1.86 3.09 -0.13
H -1.42 3.73 -0.89
H -1.98 3.65 0.80
C -3.22 2.58 -0.62
H -3.85 3.46 -0.87
C -3.95 1.67 0.37
H -4.58 2.23 1.05
H -3.22 1.09 0.94
C -4.73 0.75 -0.56
H -4.97 -0.21 -0.11
C -3.77 0.61 -1.74
H -4.28 0.46 -2.70
O -3.04 1.82 -1.81
H -3.07 -0.23 -1.58
H -5.66 1.23 -0.88
H 0.42 0.13 2.49
H -1.63 -1.11 2.66
H -3.12 -2.79 1.75
H -4.31 -5.16 -0.80
H -3.71 -4.66 0.79
H -5.70 -3.10 -0.95
H -5.16 -2.60 0.65
H -6.13 -4.07 0.47
*
```